A molecular structure, C8H15Br3F11LiMgN2Na2NbO10S2. Source: OMol25; level of theory: wB97M-V/def2-TZVPD.

Orbital gap, eV: 2.174
HOMO, eV: -4.908
Net charge: -1
Electronic energy, eV: -309698.0946

Cartesian coordinates (Å):
1 Nb 1.437591 1.133255 1.385085
2 Br -5.738230 -0.963547 9.094827
3 Br -6.388042 -0.667819 5.994555
4 Br -5.889830 -3.546601 7.244306
5 S -2.632760 2.301758 -8.121562
6 S -2.810131 -0.162109 -6.963311
7 Mg 3.529283 -0.844762 3.258414
8 Na 6.700467 -0.447086 3.170054
9 Na 1.511762 -3.650549 5.459267
10 F -0.330898 2.526895 -9.404221
11 F -0.670228 -1.613914 -7.523491
12 F 0.500104 2.010512 -3.502052
13 F -2.359651 -2.032185 -8.786038
14 F 3.840334 3.068218 2.004098
15 F -2.338219 -2.735355 -6.747003
16 F -1.779599 4.045890 -9.886660
17 F 3.644685 2.732057 -0.119814
18 F -1.994636 2.051801 -10.680568
19 F 4.445598 0.153114 0.215026
20 F 4.674503 0.486987 2.411550
21 O -2.299238 0.026867 -5.643221
22 O -4.213070 -0.437775 -7.067728
23 O -3.984533 2.566182 -8.517774
24 O 0.182713 -0.257613 -1.789128
25 O -2.111919 3.110743 -7.072252
26 O 4.655522 0.902246 7.581199
27 O 4.539567 -1.240735 7.760281
28 O -2.043884 -1.712559 5.756788
29 O 5.250135 -0.350073 5.918109
30 O 1.469503 -1.684226 5.222929
31 N 4.801341 -0.223047 7.116820
32 N -2.218912 0.771050 -8.096595
33 C 4.691824 1.106477 1.084039
34 C -1.999549 -1.714435 -7.537254
35 C -0.829738 -1.439127 6.102562
36 C 0.194001 -1.942990 4.899185
37 C -0.781108 -1.038728 -2.492054
38 C -1.629595 2.752522 -9.600062
39 C -5.447951 -1.678642 7.332447
40 C 3.563810 2.125478 1.066987
41 Li -1.849334 1.725407 2.422679
42 H 0.776143 2.187274 0.086509
43 H -1.743697 -0.527727 -2.555183
44 H -0.439623 -1.927729 7.030424
45 H 2.111076 0.053206 2.750409
46 H 1.784750 -0.141019 0.126517
47 H -0.563067 -0.371279 6.248758
48 H 5.675505 1.504146 0.877024
49 H -0.899402 -1.965071 -1.924221
50 H -0.185648 -1.462341 3.988065
51 H -0.439712 -1.274586 -3.500732
52 H -4.390718 -1.592891 7.115648
53 H -0.073885 -3.027236 4.723282
54 H 1.049821 2.475796 2.602642
55 H -0.213416 0.341282 1.687558
56 H 0.322553 0.590225 -2.277509

Forces on atoms 1 to 3 (eV/Å):
Nb -1.80 0.64 -3.60
Br -0.02 0.00 0.01
Br -0.04 0.01 0.00

Results of the Löwdin charge analysis, in e, for atoms 1 through 8: 1.182, 0.556, 0.555, 0.561, 0.557, 0.556, 0.839, 0.730


A single C20H17F9N2O5S molecule. Source: OMol25; level of theory: wB97M-V/def2-TZVPD.

Relative energy (zero: lowest compared OMol25 entry of this formula, charge and spin), kcal per mole: 5.1
Orbital gap, eV: 8.983
HOMO, eV: -8.634
SMILES string: O=C(NCCNS(=O)(=O)c1cccc(C(F)(F)F)c1)c1cc(OCC(F)(F)F)ccc1OCC(F)(F)F
Electronic energy, eV: -69527.5261

Cartesian coordinates (Å):
1 S 1.183967 -0.264918 0.319943
2 F 1.740322 3.850484 0.323760
3 F 7.481783 -0.531399 -0.675157
4 F 6.486508 -0.836851 1.206341
5 F 6.357230 -2.330791 -0.331373
6 F 0.141507 2.858581 -0.718078
7 F 0.066209 4.976779 -0.410846
8 F -6.888937 -2.100561 -1.131644
9 F -6.014765 -0.910841 0.431434
10 F -6.578791 -0.002031 -1.434710
11 O 1.057336 0.799753 1.270924
12 O -1.686623 3.533205 1.356430
13 O -3.615339 -1.324022 -0.514819
14 O 0.178047 -0.407774 -0.696132
15 O -1.114670 -1.333092 2.659898
16 N 1.423150 -1.677565 1.164350
17 N -1.377528 -2.315208 0.647630
18 C 5.111237 -0.353573 -0.658785
19 C -1.796331 1.111005 1.494161
20 C 3.908138 -0.597273 -0.005743
21 C -0.296689 3.610036 1.521457
22 C -3.682689 1.121166 -0.518371
23 C 3.982472 0.998972 -2.285824
24 C -0.408821 -3.343425 0.933983
25 C -4.632073 -1.406080 -1.464263
26 C 5.153178 0.442671 -1.795718
27 C 0.405844 3.819487 0.176424
28 C 2.754493 -0.041777 -0.516551
29 C 6.358794 -0.999571 -0.118876
30 C 1.010882 -2.912068 0.528156
31 C -2.193586 2.316667 0.940211
32 C 2.777589 0.754208 -1.646892
33 C -3.205207 -0.092357 -0.043679
34 C -6.031922 -1.098542 -0.885293
35 C -2.250412 -0.094701 0.980770
36 C -1.554939 -1.295433 1.523606
37 C -3.160632 2.315819 -0.053683
38 H -4.443626 1.168127 -1.280423
39 H 1.847871 1.165945 -2.006046
40 H -1.093819 1.064361 2.310378
41 H -1.581794 -2.130394 -0.321606
42 H 6.095589 0.626920 -2.288448
43 H -0.094400 4.486179 2.143410
44 H 0.148032 2.712104 1.963107
45 H -4.637456 -2.448946 -1.796729
46 H 1.093500 -1.587197 2.117348
47 H 4.012984 1.622721 -3.165117
48 H -4.460851 -0.751446 -2.328828
49 H -0.438302 -3.522073 2.012480
50 H -0.683877 -4.258043 0.404973
51 H -3.500045 3.253761 -0.462915
52 H 3.866007 -1.207697 0.882090
53 H 1.724172 -3.699266 0.792103
54 H 1.057272 -2.734060 -0.548819

Forces on atoms 1 to 3 (eV/Å):
S 0.76 -0.16 -0.08
F 0.13 -0.06 0.33
F 0.03 0.22 -0.21

Results of the Löwdin charge analysis, in e, for atoms 1 through 8: 0.676, 0.138, 0.143, 0.147, 0.140, 0.144, 0.143, 0.137


3 unconnected molecules or ions with the total composition C20H35N4OS2. Source: OMol25; level of theory: wB97M-V/def2-TZVPD.

Orbital gap, eV: 6.451
HOMO, eV: -10.356
Net charge: +1
Electronic energy, eV: -50977.5975

Cartesian coordinates (Å):
1 S -4.258792 0.035878 -1.719393
2 S -4.937860 2.855343 -2.132022
3 O -4.041638 2.239310 2.850328
4 N 0.897091 3.466415 -1.175188
5 N 4.364205 -4.329220 1.888467
6 N 2.093976 -3.752865 -0.193833
7 N -4.398993 1.850324 0.306102
8 C 6.094662 -4.087701 -0.056363
9 C -5.492924 2.628091 0.892098
10 C -3.177993 3.028145 2.076040
11 C 1.094342 -2.897809 0.425364
12 C 7.061758 -6.406044 0.377966
13 C 5.122711 -4.219477 1.037260
14 C -4.538154 1.691173 -1.086930
15 C -3.081469 2.359099 0.692953
16 C 6.440105 -5.462085 -0.645178
17 C 1.004384 -2.738390 -1.946330
18 C 0.459376 6.410120 1.044122
19 C -5.371981 2.497340 2.430338
20 C -0.213114 6.625363 -0.307186
21 C 2.060791 -3.648880 -1.452155
22 C 0.368315 -2.082013 -0.673931
23 C -2.027467 -1.621339 -1.491176
24 C -1.116872 -2.307881 -0.439383
25 C 0.115349 4.288838 -1.032921
26 C -2.730542 -0.434239 -0.839927
27 C -0.883701 5.357823 -0.847812
28 H -2.962214 -0.574098 0.211608
29 H 0.269023 -3.454429 -2.333715
30 H 0.895605 7.341013 1.404759
31 H -2.396177 1.532349 0.833947
32 H -1.648628 5.006035 -0.155321
33 H -6.413368 2.130567 0.617886
34 H 7.972499 -5.980043 0.801176
35 H 5.538245 -5.923082 -1.057553
36 H -5.497746 3.670741 0.580127
37 H 6.989135 -3.600682 0.332706
38 H -0.968222 7.407175 -0.212509
39 H -1.363981 5.561286 -1.804696
40 H 1.366622 -2.105411 -2.743066
41 H -2.621588 3.031658 -0.035492
42 H -1.370617 -1.218359 -2.254263
43 H -1.333607 -1.901054 0.543260
44 H 6.372889 -6.621983 1.196112
45 H 2.702996 -4.339440 0.374260
46 H 1.590411 -2.171099 1.073001
47 H -0.259320 6.063184 1.789947
48 H -1.337723 -3.368831 -0.365103
49 H -5.998196 1.693629 2.791790
50 H -2.062070 0.415396 -0.901484
51 H -5.699486 3.441978 2.867297
52 H 7.319204 -7.355393 -0.089155
53 H 0.664384 -1.040292 -0.677327
54 H 0.528126 6.980960 -1.024832
55 H 7.134176 -5.320982 -1.474419
56 H 2.721796 -4.160389 -2.134081
57 H 5.667501 -3.438648 -0.822626
58 H -2.706140 -2.342545 -1.929140
59 H 1.264813 5.677065 0.977664
60 H -3.509546 4.062952 1.981033
61 H -2.196156 2.944146 2.522518
62 H 0.441793 -3.388693 1.134381

Forces on atoms 1 to 3 (eV/Å):
S 0.27 0.29 -0.15
S -0.35 0.06 -0.01
O -0.31 0.26 0.17

Results of the Löwdin charge analysis, in e, for atoms 1 through 8: 0.895, 0.730, -0.116, 0.135, 0.160, 0.143, -0.204, -0.177


2 unconnected molecules or ions with the total composition CH4OS. Source: OMol25; level of theory: wB97M-V/def2-TZVPD.

Relative energy (zero: lowest compared OMol25 entry of this formula, charge and spin), kcal per mole: 7.6
Orbital gap, eV: 10.740
HOMO, eV: -9.984
SMILES string: C=O.S
Electronic energy, eV: -13983.4587

Cartesian coordinates (Å):
1 S 1.968355 0.781694 0.521644
2 O -2.475688 -0.210818 -0.587952
3 C -1.614001 -1.003160 -0.382837
4 H -1.119790 -1.546926 -1.210429
5 H 2.024720 1.681985 1.504092
6 H 2.448200 1.538589 -0.467078
7 H -1.231797 -1.241365 0.622560

Forces on atoms 1 to 3 (eV/Å):
S -0.18 -0.65 -0.01
O -0.64 0.54 0.00
C 0.77 -0.55 -0.16

The molecule's Löwdin atomic charges, reported in e, are given here: 0.470, 0.003, -0.172, 0.079, -0.228, -0.227, 0.074